Entry 1:
C51H32N5O4Rb | ωB97M-V/def2-TZVPD

As for the strongest force on any atom: 7.08 eV/Å. The calculation puts the LUMO energy at 3.965 eV. Its frontier orbital gap is 5.07 eV. The relative energy (zero: lowest compared OMol25 entry of this formula, charge and spin) comes out at 55.0 kcal per mole.

```
! RIJCOSX wB97M-V def2-TZVPD def2/J DEFGRID3
* xyz -2 1
Rb 0.048 1.726 0.188
C 1.183 -3.926 -5.726
C 1.366 -2.620 -6.079
C 0.955 -1.661 -5.181
C 0.440 -2.005 -3.946
C 0.351 -3.324 -3.557
C 0.673 -4.333 -4.429
C -0.007 -0.965 -2.910
C -1.886 -1.127 -1.851
C -2.968 -2.158 -1.874
C -3.640 -2.061 -0.743
C -3.115 -0.812 -0.040
N -2.149 -0.303 -0.670
C -3.540 -0.456 1.298
C -2.589 -0.041 2.276
C -2.946 0.176 3.632
C -1.861 0.393 4.378
C -0.729 0.240 3.352
C 0.604 0.284 3.758
C 0.972 0.355 5.184
C 1.409 1.549 5.802
C 1.769 1.608 7.148
C 1.762 0.427 7.917
C 1.397 -0.752 7.298
C 0.914 -0.856 6.006
C 1.766 0.089 2.946
N 1.799 0.153 1.607
C 3.157 0.177 1.227
C 3.595 0.477 -0.081
C 4.974 1.075 -0.240
C 5.143 2.412 -0.606
C 6.397 2.965 -0.793
C 7.578 2.263 -0.517
C 7.399 0.897 -0.102
C 6.126 0.330 -0.003
C 2.772 0.436 -1.238
C 3.060 1.008 -2.546
C 2.034 0.653 -3.385
C 1.167 -0.177 -2.524
N 1.616 -0.322 -1.307
C 3.986 0.190 2.355
C 3.116 0.118 3.475
N -1.292 0.041 2.137
C -4.902 -0.894 1.725
C -6.007 -0.416 0.998
C -7.315 -0.844 1.197
C -7.646 -1.791 2.201
C -6.553 -2.198 2.999
C -5.217 -1.845 2.746
H 1.381 -4.705 -6.435
H 1.857 -2.432 -7.032
H 1.202 -0.637 -5.393
H 0.023 -3.542 -2.553
H 0.621 -5.451 -4.228
H -3.284 -2.958 -2.578
H -4.596 -2.469 -0.429
H -3.936 0.159 4.036
H -1.743 0.464 5.416
H 1.346 2.346 5.293
H 2.028 2.537 7.675
H 2.114 0.504 8.945
H 1.484 -1.731 7.927
H 0.484 -1.698 5.508
H 4.243 2.949 -0.905
H 6.461 3.970 -1.145
H 8.658 2.707 -0.755
H 8.226 0.240 0.166
H 5.965 -0.751 0.187
H 3.857 1.526 -2.956
H 1.979 1.051 -4.423
H 5.009 0.362 2.398
H 3.414 0.003 4.508
H -5.851 0.212 0.124
H -8.082 -0.467 0.509
H -8.653 -2.134 2.322
H -6.752 -2.882 3.860
H -4.343 -2.171 3.369
O -2.124 -1.101 -4.319
C -1.518 -0.482 -3.225
O -0.580 -1.684 -1.814
C -1.843 1.029 -3.464
C -2.877 1.404 -4.346
C -3.036 2.740 -4.559
C -2.244 3.666 -3.931
C -1.309 3.271 -3.032
N -1.170 1.965 -2.826
C -0.262 4.306 -2.410
O 0.037 4.295 -1.191
O 0.188 5.010 -3.298
H -1.897 -1.998 -4.332
H -3.485 0.604 -4.740
H -3.863 3.121 -5.212
H -2.296 4.697 -4.210
*
```

Löwdin population analysis, charges in e, atoms 1 to 2: number 1, Rb, carries 0.887; number 2, C, carries -0.114

Entry 2:
C5H4N2S | ωB97M-V/def2-TZVPD

As for the strongest force on any atom: 6.31 eV/Å. The calculation puts the LUMO energy (alpha / beta) at -1.398 / -1.398 eV. Its frontier orbital gap (alpha / beta) is 8.21 / 8.21 eV. The relative energy (zero: lowest compared OMol25 entry of this formula, charge and spin) comes out at 58.3 kcal per mole. Its SMILES is CC(=S)C(C#N)C#N.

```
! RIJCOSX wB97M-V def2-TZVPD def2/J DEFGRID3
* xyz 0 1
C 0.850 -0.246 0.036
C -0.080 0.658 0.751
S 0.506 2.188 1.092
C -1.482 0.226 1.030
C -1.767 -1.213 0.836
N -1.891 -2.337 0.868
C -2.347 1.028 -0.220
N -3.046 1.271 -1.074
H 1.135 -1.181 0.442
H 0.308 -0.355 -0.959
H 1.691 0.455 -0.260
H -1.851 0.475 2.071
*
```

natural (NBO) population analysis, charges in e, atoms 1 to 2: number 1, C, carries -0.707; number 2, C, carries -0.041

Entry 3:
C5H11NO | ωB97M-V/def2-TZVPD

As for the strongest force on any atom: 3.28 eV/Å. The calculation puts the LUMO energy at 0.977 eV. Its frontier orbital gap is 9.32 eV. The relative energy (zero: lowest compared OMol25 entry of this formula, charge and spin) comes out at 84.8 kcal per mole. Its SMILES is C=C(C)[C@@H](N)OC.

```
! RIJCOSX wB97M-V def2-TZVPD def2/J DEFGRID3
* xyz 0 1
C -1.292 -0.594 1.073
C -0.770 0.057 0.016
C -1.283 -0.154 -1.381
C 0.084 1.246 0.214
N 0.370 1.724 1.465
O 1.413 0.102 0.155
C 1.700 -1.106 -0.471
H -0.873 -0.539 2.065
H -2.056 -1.345 0.939
H -1.955 0.663 -1.655
H -0.471 -0.160 -2.106
H -1.839 -1.087 -1.453
H -0.094 2.041 -0.523
H 0.921 2.570 1.533
H 0.770 0.929 1.994
H 1.802 -0.992 -1.559
H 2.642 -1.492 -0.066
H 0.932 -1.863 -0.239
*
```

natural (NBO) population analysis, charges in e, atoms 1 to 2: number 1, C, carries -0.435; number 2, C, carries 0.016

Entry 4:
C22H21N4O6OsS2Se2 | ωB97M-V/def2-TZVPD

As for the strongest force on any atom: 1.47 eV/Å. The calculation puts the LUMO energy (alpha / beta) at 1.464 / 0.379 eV. Its frontier orbital gap (alpha / beta) is 6.42 / 5.15 eV. The relative energy (zero: lowest compared OMol25 entry of this formula, charge and spin) comes out at 8.0 kcal per mole. The expectation value of S² is 6.0291.

```
! RIJCOSX wB97M-V def2-TZVPD def2/J DEFGRID3
* xyz -1 5
Os -0.723 0.166 0.164
O 1.816 1.406 5.418
C 2.277 0.430 4.512
C 1.373 0.398 3.259
C 1.533 1.761 2.554
O 0.387 2.070 1.799
C -0.063 0.211 3.738
Se -1.493 -0.123 2.388
C 1.855 -0.795 2.428
Se 1.467 -0.764 0.486
H 2.409 1.429 6.176
H 2.269 -0.564 4.980
H 3.307 0.659 4.201
H 2.435 1.734 1.928
H 1.659 2.528 3.331
H 0.603 2.689 1.087
H -0.378 1.107 4.270
H -0.108 -0.642 4.420
H 1.423 -1.714 2.829
H 2.946 -0.862 2.487
S -2.391 1.972 -3.145
C -3.119 0.882 -2.096
S -2.773 1.136 -0.385
C -4.014 -0.105 -2.474
C -4.431 -0.259 -3.802
N -4.787 -0.409 -4.886
C -4.536 -1.024 -1.563
N -4.930 -1.837 -0.846
O 0.477 2.154 -0.963
C 0.497 1.389 -1.941
O -0.008 0.228 -1.902
C 1.181 1.828 -3.199
C 0.883 1.224 -4.415
C 1.507 1.647 -5.577
C 2.438 2.666 -5.534
C 2.748 3.254 -4.309
C 2.124 2.844 -3.137
N 3.734 4.294 -4.273
O 4.150 4.722 -5.339
O 4.117 4.694 -3.187
H 0.156 0.427 -4.437
H 1.274 1.178 -6.521
H 2.946 3.009 -6.423
H 2.364 3.303 -2.189
N -1.613 -2.268 -0.451
C -1.699 -3.078 0.689
C -0.593 -3.803 1.127
C -0.664 -4.540 2.293
C -1.834 -4.568 3.034
C -2.940 -3.858 2.594
C -2.879 -3.113 1.433
H -0.910 -2.561 -1.123
H -2.515 -2.095 -0.883
H 0.322 -3.779 0.551
H 0.201 -5.096 2.627
H -1.878 -5.137 3.951
H -3.858 -3.883 3.161
H -3.739 -2.560 1.087
*
```

natural (NBO) population analysis, charges in e, atoms 1 to 2: number 1, Os, carries 0.865; number 2, O, carries -0.728

Entry 5:
C3H5N3O9 | ωB97M-V/def2-TZVPD

As for the strongest force on any atom: 4.00 eV/Å. The calculation puts the LUMO energy at -1.437 eV. Its frontier orbital gap is 8.65 eV. The relative energy (zero: lowest compared OMol25 entry of this formula, charge and spin) comes out at 60.3 kcal per mole.

```
! RIJCOSX wB97M-V def2-TZVPD def2/J DEFGRID3
* xyz 0 1
C -2.047 -0.296 -0.186
C -1.178 0.849 -0.748
C 2.950 0.077 0.377
N -0.964 2.033 0.293
N 1.913 0.781 0.128
N 4.292 0.366 -0.129
O -0.289 2.924 -0.176
O -1.482 2.035 1.369
O 2.176 1.989 -0.517
O 0.749 0.478 0.448
O 4.483 1.230 -0.946
O 5.090 -0.419 0.372
O -2.766 -0.809 -1.309
O -0.736 0.927 -1.845
O 2.862 -1.026 1.158
H -1.339 -0.971 0.241
H -2.857 0.067 0.586
H -2.305 -0.621 -2.164
H 1.419 2.511 -0.563
H 3.650 -1.632 1.060
*
```

natural (NBO) population analysis, charges in e, atoms 1 to 2: number 1, C, carries -0.181; number 2, C, carries 0.668

Entry 6:
C25H33F9O10 | ωB97M-V/def2-TZVPD

As for the strongest force on any atom: 4.51 eV/Å. The calculation puts the LUMO energy at 0.308 eV. Its frontier orbital gap is 8.96 eV. Its SMILES is CO[C@@H](CC=O)[C@@H](COc1ccccc1)OC.CCOC(=O)C(F)(F)F.CCOC(=O)C(F)(F)F.CCOC(=O)C(F)(F)F.

```
! RIJCOSX wB97M-V def2-TZVPD def2/J DEFGRID3
* xyz 0 1
C 1.417 1.756 2.898
O 1.285 2.567 1.707
C 0.325 2.033 0.766
C 0.368 0.426 0.606
C -0.599 -0.043 -0.613
O -0.180 -0.731 -1.584
C -1.191 2.603 0.990
C -1.320 3.541 2.285
O -2.601 4.208 2.388
C -3.686 3.286 2.375
C -4.640 3.370 1.129
C -5.895 2.475 0.976
C -6.215 1.455 2.099
C -5.243 1.333 3.326
C -3.988 2.233 3.477
O -1.701 3.319 -0.158
C -1.048 4.596 -0.351
H 0.432 1.243 3.222
H 1.659 2.489 3.761
H 2.293 1.021 2.854
H 0.635 2.448 -0.271
H 1.427 0.151 0.276
H 0.001 -0.146 1.523
H -1.721 0.249 -0.603
H -1.852 1.667 1.112
H -0.477 4.329 2.337
H -1.151 2.882 3.224
H -4.425 4.118 0.285
H -6.559 2.609 0.050
H -7.133 0.776 2.088
H -5.480 0.584 4.154
H -3.309 2.112 4.383
H -1.653 5.474 0.096
H -0.002 4.668 0.115
H -0.940 4.783 -1.472
C 2.505 -2.393 -2.575
C 3.131 -2.324 -1.197
O 3.781 -3.562 -0.863
C 4.988 -3.762 -1.424
O 5.533 -2.981 -2.162
C 5.585 -5.088 -0.957
F 4.702 -6.105 -1.035
F 5.990 -5.030 0.330
F 6.657 -5.459 -1.680
H 1.825 -3.246 -2.645
H 1.951 -1.479 -2.794
H 3.264 -2.529 -3.350
H 2.349 -2.169 -0.450
H 3.831 -1.487 -1.110
C 7.994 -0.316 -4.219
C 6.499 -0.107 -4.070
O 6.212 1.208 -3.566
C 6.286 2.212 -4.461
O 6.566 2.068 -5.624
C 5.919 3.542 -3.807
F 6.553 3.729 -2.630
F 4.597 3.626 -3.548
F 6.226 4.603 -4.576
H 8.504 -0.118 -3.273
H 8.211 -1.339 -4.533
H 8.418 0.367 -4.958
H 6.103 -0.817 -3.341
H 5.969 -0.282 -5.011
C -8.260 -3.866 2.094
C -7.164 -3.622 1.074
O -6.004 -3.045 1.694
C -5.213 -3.900 2.374
O -5.420 -5.081 2.478
C -4.000 -3.169 2.945
F -4.338 -2.023 3.573
F -3.117 -2.830 1.982
F -3.321 -3.906 3.842
H -8.496 -2.943 2.630
H -9.165 -4.236 1.607
H -7.949 -4.598 2.843
H -7.512 -2.902 0.330
H -6.898 -4.537 0.538
*
```

Löwdin population analysis, charges in e, atoms 1 to 2: number 1, C, carries -0.120; number 2, O, carries -0.192

Entry 7:
C3H2O3 | ωB97M-V/def2-TZVPD

As for the strongest force on any atom: 4.02 eV/Å. The calculation puts the LUMO energy at -0.118 eV. Its frontier orbital gap is 10.45 eV. The relative energy (zero: lowest compared OMol25 entry of this formula, charge and spin) comes out at 87.4 kcal per mole.

```
! RIJCOSX wB97M-V def2-TZVPD def2/J DEFGRID3
* xyz 0 1
C -0.414 -0.977 0.017
C 0.379 0.170 0.347
C 0.116 1.614 -0.895
O -0.106 -2.112 -0.132
O -0.424 1.368 0.324
O 1.020 0.644 -0.816
H -1.479 -0.648 -0.061
H 0.908 -0.059 1.217
*
```

natural (NBO) population analysis, charges in e, atoms 1 to 2: number 1, C, carries 0.388; number 2, C, carries 0.246

no.,DFT total energy (eV)
1,-69699.7900
2,-19062.2003
3,-8898.0208
4,-196229.5797
5,-26078.7463
6,-71386.3441
7,-9281.7360